Entry from the Open Molecules 2025 dataset: C5H9N in the gas phase (ωB97M-V/def2-TZVPD).

ORCA input file:
```
! wB97M-V def2-TZVPD RIJCOSX def2/J DEFGRID3
* xyz 0 1
C 0.711 -0.807 1.137
C 1.239 -0.829 -0.310
C -0.097 0.447 1.120
N -0.646 0.627 -0.085
C -1.787 1.231 -0.396
C 0.186 -0.048 -1.115
H 0.079 -1.693 1.331
H 1.512 -0.816 1.884
H 2.202 -0.312 -0.347
H 1.387 -1.837 -0.705
H -0.503 0.984 1.964
H -2.444 1.484 0.426
H -2.000 1.522 -1.415
H 0.628 0.720 -1.757
H -0.466 -0.672 -1.733
*
```

HOMO-LUMO gap: 0.2756 Ha
F_max: 0.236 eV/Å
total energy: -250.5846 Ha
energy relative to the best compared isomer or geometry (same formula, charge and spin): 2.240 eV